Entry from the OMol25 dataset: C47H60BrCoN12O4PSSb as an isolated structure (ωB97M-V/def2-TZVPD).

```
128
C47H60BrCoN12O4PSSb ωB97M-V/def2-TZVPD
H 1.11 -3.32 -2.19
C 1.64 0.60 -4.04
N -2.43 0.62 0.31
N 4.27 -3.17 2.42
H -5.58 0.81 -0.76
H -1.08 -0.63 3.97
Co -0.44 0.39 0.64
C 4.50 -4.55 2.87
H 0.36 -3.91 4.44
H 1.40 -1.71 1.18
H -1.02 -2.29 5.59
H 1.18 -4.46 -4.46
N -3.75 1.84 1.87
C -0.08 0.60 -6.39
C -2.62 -4.48 3.06
H -1.09 -4.62 5.20
H -2.79 -4.42 -3.68
H -3.35 -2.64 1.24
C -0.70 -1.60 3.68
H 6.06 -3.13 1.39
C -0.72 -3.99 4.39
H -3.15 -1.60 4.67
H 5.28 -1.57 1.53
H -3.39 -1.27 2.36
C 1.00 1.32 -6.89
C -2.88 -4.38 -2.59
C -1.62 3.55 3.66
C 0.24 -3.83 -2.61
H 2.16 0.19 -4.89
C -2.92 -2.24 2.16
C 3.43 -5.54 2.42
H 3.28 -5.50 1.34
H -0.57 -4.38 -4.55
O -2.30 1.18 4.48
H -0.31 5.37 -1.37
Sb -1.52 -2.89 -1.79
N -1.28 -2.59 4.65
H -3.31 -0.09 -1.41
C -0.08 4.33 -1.53
C 2.98 -1.09 2.49
H 0.39 -2.90 -4.57
S -1.29 1.84 3.67
H -2.68 -5.72 -0.88
C -4.72 0.96 -0.13
C -3.48 0.45 -0.48
H 1.43 -0.34 -9.83
C 0.47 3.88 -2.70
N -1.16 -4.47 3.13
O 2.43 -3.00 3.74
H 5.47 -4.85 2.47
H -3.17 8.00 4.03
H -3.34 -2.37 -4.57
C 0.31 -3.90 -4.13
H -1.76 -0.41 -2.79
H -3.90 -4.04 -2.37
H 0.39 -1.62 3.82
C 0.44 1.66 -1.78
H -0.81 -4.25 1.07
C 4.48 -2.82 -0.05
C -2.13 6.29 3.59
H 3.75 -6.55 2.67
C -1.88 -1.38 -3.29
H -1.08 -1.44 -4.03
C -0.64 4.43 3.19
H -3.41 -0.61 -4.63
C -2.60 1.30 1.47
C 1.34 -0.24 -2.97
H 1.60 -1.29 -3.02
Br -0.70 -2.32 -9.26
C -4.79 1.66 1.06
H -3.01 -5.16 3.81
C -2.80 -2.63 4.53
H 0.23 -4.84 -2.18
N -2.39 7.63 3.52
O 0.09 1.63 4.01
H -3.39 -6.48 -2.30
C -0.59 -0.47 -7.10
N 1.60 2.49 -6.31
C 3.18 1.29 2.66
H -5.72 2.10 1.39
N -3.20 -3.15 3.27
H 4.57 -4.54 3.95
H 0.69 4.56 -3.51
H -2.92 -4.83 2.07
O 0.21 -0.53 -0.91
H -4.05 5.78 4.40
H 5.18 -2.48 -0.81
C -2.85 4.04 4.08
C -0.89 5.78 3.15
C 1.02 -0.09 -8.86
C -3.10 5.40 4.05
C -2.64 -5.75 -1.98
H 1.62 2.36 1.61
C 0.66 0.24 -1.86
H -0.55 0.88 -5.46
C 3.63 0.03 3.01
H 0.32 4.04 2.89
H 0.53 -3.77 2.11
C -0.56 -3.74 2.00
H -1.62 8.27 3.38
H -0.13 6.47 2.80
H 3.56 -2.25 -0.15
C 1.90 -0.88 1.66
H 4.27 -3.87 -0.23
C -0.02 -0.83 -8.32
C 1.51 1.00 -8.15
H 2.48 -5.35 2.91
H 4.48 -0.09 3.67
C 1.28 1.94 -4.05
H -0.77 3.73 0.45
H -4.07 -1.48 -3.24
N 1.48 2.84 -5.13
C 2.04 1.40 1.87
H -3.16 -3.26 5.35
C 5.10 -2.63 1.34
N -0.08 2.12 -0.61
H 3.66 2.18 3.02
N 1.40 0.33 1.40
H -1.66 -6.15 -2.26
C 0.75 2.50 -2.86
N -1.42 1.31 2.14
H -3.60 3.34 4.44
C 3.22 -2.51 2.93
C -0.34 3.40 -0.49
H -1.42 -1.04 -6.71
H 2.30 1.61 -8.55
C -3.25 -1.47 -3.97
P -1.10 -1.96 1.90
```

Values from the calculation:
- Spin multiplicity: 2
- HOMO level (spin up / spin down): -8.9 / -8.9 eV
- <S²>: 0.759
- Energy above the lowest of the compared OMol25 structures with the same formula, charge and spin: 6.4 kcal per mole
- Orbital gap (spin up / spin down): 6.746 / 6.746 eV
- Net charge: +1

Entry from the OMol25 dataset: the molecule C5H3N3 (ωB97M-V/def2-TZVPD).

```
11
C5H3N3 ωB97M-V/def2-TZVPD
C 0.59 0.71 0.07
H 1.71 -0.84 1.40
H -2.82 -1.76 -0.52
H -1.18 1.52 -1.00
N 2.94 2.00 0.36
N -0.13 -1.56 0.42
N -2.18 -1.02 -0.81
C -0.97 -0.67 -0.37
C 1.81 1.56 0.35
C 0.86 -0.72 0.71
C -0.61 0.80 -0.60
```

Values from the calculation:
- HOMO level: -10.3 eV
- Energy above the lowest of the compared OMol25 structures with the same formula, charge and spin: 65.5 kcal per mole
- Orbital gap: 8.635 eV
- Net charge: 0
- SMILES string: [H]/N=C1/C=C(C#N)C=N1

Entry from the OMol25 dataset: a 21-piece molecular cluster, C60H172N10O31 overall (ωB97M-V/def2-TZVPD).

```
273
C60H172N10O31 ωB97M-V/def2-TZVPD
O 3.86 -1.78 2.67
H -0.09 -4.27 7.57
H -7.25 2.66 8.59
H 9.34 -0.99 4.85
H -4.51 0.26 -9.78
H 0.03 -1.38 2.64
H -4.70 -0.32 5.75
H -7.02 5.18 -0.68
H -3.29 1.62 -9.64
H -2.02 -5.88 6.51
H 0.22 2.09 -6.03
H 4.25 -3.37 8.96
H -4.36 7.48 -1.56
H 2.10 2.74 0.25
H -1.39 -0.51 -2.57
H -4.36 0.52 1.71
H 2.79 3.66 -5.55
H 1.96 7.45 1.84
H -4.58 -1.15 1.83
H 2.55 5.18 -1.52
C 1.52 -0.40 0.85
H 2.03 -0.40 1.81
H 3.10 -3.02 10.31
H 0.59 5.13 -8.79
C -0.44 -1.39 1.65
C 2.49 -3.88 7.15
H -2.40 -4.60 -2.45
C 3.08 0.68 5.73
H 2.01 0.62 5.92
O -1.61 0.91 -11.42
C 1.27 2.28 -6.28
H 1.89 -3.05 0.69
H -2.81 -4.53 2.63
H -3.55 0.53 -12.12
H -0.55 2.50 -8.46
O -1.15 1.66 3.35
C 5.08 -0.49 -5.77
H -4.37 -6.57 3.16
H -6.28 -4.81 2.80
H -7.73 1.06 9.23
H -2.27 -0.88 5.46
C -0.96 -4.25 5.72
H 2.09 1.66 3.44
H -2.32 1.40 -7.62
C -2.24 -4.82 6.37
H 3.37 0.30 7.74
H 8.88 2.69 -6.15
C -1.32 -2.61 1.71
H 1.59 -4.06 5.20
H 0.43 0.90 -1.48
H 4.48 -2.65 -4.24
H -6.01 -0.10 1.52
O 3.50 0.44 4.35
C -2.66 0.37 -7.54
H 2.44 -0.01 -3.53
C -2.89 0.27 -11.29
C -3.47 0.56 -9.84
N 5.23 0.10 6.73
H -0.17 5.98 -5.02
O 7.79 -1.00 6.13
H -1.93 -2.53 0.80
C 1.89 3.20 -5.15
H 0.37 -2.05 -2.34
N 0.60 -1.52 0.65
H -6.04 -2.37 4.35
O 3.86 -1.11 -5.42
H 5.54 -1.06 -6.58
C 2.77 -0.50 -2.62
H -4.87 -1.89 6.42
H -7.13 0.62 7.13
O -2.09 -0.58 4.57
N 1.06 4.30 -4.63
H -1.74 -7.11 0.92
O 2.85 5.49 1.87
H -3.61 -3.43 3.79
H 3.43 -1.24 3.33
H -2.49 -9.35 -1.47
H 9.17 0.53 5.74
H -6.21 0.89 -0.50
H -0.67 -3.48 1.81
C 1.32 -3.62 6.16
H 3.59 2.42 3.77
C -4.21 1.67 -1.03
H 6.24 5.95 -3.74
C 8.11 2.96 -5.42
H -4.90 2.12 9.64
O -0.39 -0.39 -7.18
H 1.57 5.20 0.27
H 1.59 -0.88 -6.85
H 3.36 1.71 5.93
H 0.49 -2.20 -6.55
H 1.22 -4.29 -1.76
H -7.52 -1.56 3.94
H -5.46 0.17 -1.93
O -3.67 -7.06 3.59
H -0.23 -6.19 -1.58
H 8.69 3.04 -4.51
C 9.11 -0.56 5.82
H -1.87 -1.47 -6.63
H -2.22 -4.76 -0.76
H -6.32 -1.09 8.28
H 0.97 0.54 0.81
O 1.21 -6.25 1.58
H 4.18 4.73 -0.21
C 2.61 -0.40 -0.25
H -5.93 2.78 13.11
O -2.27 -7.45 -0.65
H -5.38 3.58 0.25
O 0.83 6.74 -7.39
H -2.53 -9.24 0.26
O -0.34 1.47 -1.56
H 2.70 -4.95 7.07
H 3.46 -4.63 9.70
H 1.55 -5.37 1.40
H -1.76 -0.33 -9.08
H -1.05 -0.50 1.53
H -3.62 0.46 -7.03
H 1.31 6.19 2.97
H -3.72 -6.62 -1.53
H -3.39 1.34 -1.67
C 2.01 4.65 1.11
H -0.83 -4.74 4.75
O -4.87 -0.56 -0.12
H 9.88 -0.91 6.50
H 3.06 -1.39 -0.23
C 2.18 6.55 2.41
H 4.34 1.02 -7.17
H 7.54 0.99 -4.75
C -3.19 -3.52 2.78
H 5.60 0.05 5.79
H -3.03 -1.11 -2.53
H -0.88 5.71 -8.11
H -3.92 -3.31 2.00
H -3.95 -8.66 -0.66
O -6.21 2.39 11.10
H 4.88 6.92 -4.21
C -6.53 -1.40 4.35
H -3.90 1.85 -0.01
C -4.96 -0.28 1.29
H 0.57 1.27 -8.57
H -2.06 -1.54 -3.86
O -5.17 5.96 -0.96
H -1.30 2.35 1.73
C -1.67 -0.40 -6.65
C 7.07 1.88 -5.18
H 2.24 5.43 -6.86
H 5.68 -1.90 7.46
H -4.41 2.59 12.25
H 4.54 -2.26 3.15
H 5.90 7.52 -2.89
H 2.50 -1.54 -2.79
H -4.74 -0.32 8.29
H -0.51 1.76 -0.66
C 7.42 -0.58 7.41
C -1.99 -5.27 -1.69
O -1.59 -2.48 -1.99
O 2.16 -3.46 8.47
C 0.62 -1.12 -6.43
H 7.45 3.88 -7.62
C 3.28 -3.60 9.40
C -2.01 -1.38 -2.78
H 0.07 -4.01 -0.48
H -3.05 -4.96 5.66
N 6.30 1.63 -6.41
H -4.92 -2.52 -0.53
O 1.36 2.96 -7.59
H -3.61 -2.71 -1.26
H -2.62 -7.15 -2.71
H 3.03 -3.23 1.67
H 0.03 6.71 -9.30
H 1.83 1.35 -6.35
C -2.65 -6.63 -1.75
H 0.24 0.85 -12.31
H -0.30 4.61 -6.10
H 3.59 1.16 2.52
H 5.06 3.90 -2.67
H 5.58 -0.69 8.62
O -1.47 -6.70 1.74
H -0.52 -6.62 1.67
H 1.98 -6.78 1.75
H -3.87 -5.32 8.49
H -1.45 0.84 3.74
H -4.68 -4.27 7.44
C -5.75 3.54 -0.77
C -0.32 -2.89 -2.37
O -2.13 -2.55 2.88
H 2.84 6.92 3.19
H -0.32 -3.09 -3.44
C -5.43 2.24 12.30
H -5.46 1.19 12.62
C 0.52 2.36 -8.63
C 5.90 -0.84 7.59
H 2.43 3.50 -2.04
C -6.90 1.67 8.89
C 5.48 6.62 -3.35
H 0.48 -0.92 -5.37
O -5.62 -5.46 2.57
O -2.54 -4.02 7.51
H 3.86 -0.48 -2.55
H 0.26 3.86 -4.20
N -6.33 0.96 7.65
C 3.76 -0.10 6.81
H 1.05 -2.56 6.07
N 0.20 -4.45 6.61
H 6.37 5.21 -7.04
C 0.41 5.21 -5.53
O 4.77 5.90 -2.31
H 3.75 4.73 -3.67
H 3.37 -3.33 6.82
H -5.68 0.60 10.27
C 3.16 1.46 3.47
C -5.40 7.27 -1.32
H 2.95 -3.02 -5.01
C 3.91 -2.52 -5.15
O -4.29 -3.19 -0.80
H 6.09 2.54 -6.80
H 1.15 4.24 1.64
H 3.36 0.35 0.03
H 7.96 -1.13 8.18
C -6.12 4.93 -1.24
N 3.77 3.83 -0.45
H 1.91 6.75 -5.64
C 0.10 6.04 -8.44
O 2.50 -3.70 1.03
C 2.85 3.46 0.59
H 4.39 1.56 -5.64
O 7.62 4.27 -5.61
H 0.84 2.76 -9.59
C 7.32 4.69 -6.90
C -5.26 0.57 -0.93
H 3.40 3.09 1.45
H -6.39 4.85 -2.29
H -1.44 3.50 0.75
H -5.95 7.34 -2.26
C 1.49 6.05 -6.36
C -5.70 -0.35 7.77
H 6.50 2.31 -4.36
N -0.59 -5.35 -2.00
C -5.81 1.65 10.00
H 7.67 0.47 7.60
H -1.95 -1.38 4.07
O -1.31 2.55 0.79
H -1.12 0.30 -13.35
H -3.96 3.60 -1.44
H -6.66 2.94 -0.84
H 5.72 -0.58 -4.90
H 4.41 -3.07 -5.94
H 0.10 -1.45 -0.23
H 2.12 2.53 -4.32
C -2.86 -8.74 -0.65
O 2.00 -0.13 -1.50
C 0.16 -4.13 -1.55
H -3.94 -3.62 8.97
H -2.71 -0.80 -11.35
N -2.74 -0.32 -8.86
O -6.62 -0.93 5.68
H -2.89 -6.87 3.07
H -5.99 -0.70 3.70
H 8.04 5.44 -7.23
H -1.53 2.34 3.91
C 3.13 4.28 -1.73
C -3.83 -4.30 8.12
H -5.81 7.96 -0.58
H -1.20 -3.20 5.60
H -0.48 -0.75 -12.11
H -1.67 -0.04 -5.62
N -4.70 2.93 -1.63
C -5.38 -0.92 6.36
H 3.31 -1.09 6.71
C -0.70 0.29 -12.35
C 4.25 4.63 -2.70
C 4.99 0.93 -6.30
H -5.57 -5.41 1.61
```

Values from the calculation:
- HOMO level: -8.5 eV
- Energy above the lowest of the compared OMol25 structures with the same formula, charge and spin: 41.4 kcal per mole
- Orbital gap: 8.705 eV
- Net charge: 0

Entry from the OMol25 dataset: C21H29CoN2O5Si as an isolated structure (ωB97M-V/def2-TZVPD).

```
59
C21H29CoN2O5Si ωB97M-V/def2-TZVPD
C 2.29 -0.23 4.01
H 3.57 1.51 -1.46
C 1.11 -4.20 -2.92
C -1.64 0.93 1.13
C 3.51 -0.87 3.35
H -1.74 -3.54 0.05
C 3.82 -0.18 2.01
C 0.69 -1.84 -3.18
H -3.08 -3.13 1.13
C -2.38 2.14 1.22
C 0.71 -3.12 -3.70
O -4.51 3.26 1.19
C -0.42 2.15 -1.85
C -1.68 -1.54 0.77
C 1.48 -2.73 -1.06
H 2.36 0.52 -4.22
H -1.30 1.51 -1.95
C 1.53 1.18 -3.95
H -1.81 3.04 1.35
O 2.94 -0.37 1.08
H 1.80 2.19 -4.23
H -0.50 2.95 -2.58
O -0.36 1.00 1.22
N 1.08 -0.47 3.22
H -4.34 -1.15 0.74
H -3.29 4.59 2.22
H -4.62 5.26 1.24
C -2.45 -2.76 0.32
H 0.35 -1.02 -3.78
Co 1.05 -0.35 0.84
C -3.75 2.15 1.13
H 4.38 -0.77 4.00
H 2.45 0.85 4.07
N 1.05 -0.37 -1.27
H -0.44 2.58 -0.85
H -3.15 4.64 0.45
H 1.12 -5.20 -3.34
H 3.31 -1.93 3.17
O -0.46 -1.70 1.00
H 0.66 0.90 -4.54
C 2.63 2.03 -1.25
H -5.55 0.97 0.94
C 1.50 -3.99 -1.59
H 1.84 -2.56 -0.05
H -3.08 -2.52 -0.54
H 0.33 0.16 3.49
Si 1.18 1.18 -2.08
H 0.41 -3.27 -4.73
O 4.82 0.52 1.90
H 2.73 3.06 -1.59
C -3.78 -0.23 0.86
C -4.47 0.94 0.97
H 0.74 -1.42 3.37
C -2.37 -0.29 0.93
C 1.07 -1.60 -1.83
H 2.52 2.03 -0.16
C -3.84 4.50 1.28
H 2.19 -0.60 5.03
H 1.81 -4.83 -0.99
```

Values from the calculation:
- Spin multiplicity: 5
- HOMO level (spin up / spin down): -8.0 / -7.9 eV
- <S²>: 6.050
- Orbital gap (spin up / spin down): 8.368 / 5.733 eV
- Net charge: 0

Q: What is the formula in the third record?
A: C60H172N10O31